Record 1
{"formula": "C5H8O", "method": "ωB97M-V with the def2-TZVPD basis set", "largest_force_ev_per_a": 0.404, "multiplicity": 1, "orbital_gap_ev": 10.960, "smiles": "C[C@H]1C[C@H]2O[C@@H]12", "relative_energy_ev": 2.149, "mol_weight_g_mol": 84.1, "e_lumo_ev": 1.16, "symbols": ["C", "C", "C", "C", "O", "C", "H", "H", "H", "H", "H", "H", "H", "H"], "coordinates": [[1.659, 0.466, 0.423], [0.337, 0.369, -0.315], [-0.278, -1.031, -0.648], [-1.600, -0.521, -0.075], [-1.344, -0.279, 1.305], [-0.988, 0.732, 0.367], [1.658, -0.135, 1.338], [1.883, 1.504, 0.693], [2.474, 0.110, -0.218], [0.386, 0.949, -1.244], [0.120, -1.865, -0.063], [-0.266, -1.283, -1.711], [-2.620, -0.731, -0.381], [-1.422, 1.715, 0.527]], "atomic_forces_ev_per_a": [[-0.002, 0.011, 0.043], [0.116, 0.051, -0.003], [0.035, -0.111, -0.092], [-0.218, -0.205, -0.167], [0.074, -0.042, 0.153], [0.048, 0.391, -0.089], [-0.057, 0.077, -0.117], [-0.042, -0.147, -0.023], [-0.106, 0.020, 0.129], [-0.001, -0.062, 0.085], [-0.016, 0.105, -0.120], [-0.056, 0.071, 0.131], [0.155, -0.016, 0.124], [0.070, -0.142, -0.055]]}


Record 2
{"formula": "C5H8O", "method": "ωB97M-V with the def2-TZVPD basis set", "largest_force_ev_per_a": 1.383, "multiplicity": 1, "orbital_gap_ev": 9.396, "relative_energy_ev": 5.102, "mol_weight_g_mol": 84.1, "e_lumo_ev": 0.96, "symbols": ["O", "C", "C", "C", "C", "C", "H", "H", "H", "H", "H", "H", "H", "H"], "coordinates": [[1.986, -0.753, 0.022], [0.707, -0.597, 0.580], [0.313, 0.830, 0.938], [-1.369, 0.273, 0.155], [-0.870, 0.186, -1.239], [-0.512, -0.905, -0.246], [1.952, -0.372, -0.864], [0.696, -1.213, 1.485], [0.713, 1.628, 0.314], [0.376, 1.099, 2.005], [-1.192, 1.002, 0.971], [-0.120, 0.874, -1.624], [-1.616, -0.100, -1.981], [-0.880, -1.919, -0.397]], "atomic_forces_ev_per_a": [[0.203, -0.075, -0.332], [-0.172, -0.122, 0.145], [0.326, -0.025, -0.202], [0.725, 0.292, 0.105], [0.041, 0.162, 0.001], [0.165, -0.226, 0.052], [0.106, -0.071, 0.078], [0.040, 0.065, -0.114], [-0.013, -0.157, -0.014], [-0.215, -0.143, -0.427], [-1.321, 0.169, 0.373], [-0.007, -0.132, 0.025], [0.137, 0.056, 0.228], [-0.015, 0.206, 0.082]]}


Record 3
{"formula": "C5H8O", "method": "ωB97M-V with the def2-TZVPD basis set", "largest_force_ev_per_a": 2.936, "multiplicity": 1, "orbital_gap_ev": 10.485, "relative_energy_ev": 3.131, "mol_weight_g_mol": 84.1, "e_lumo_ev": 1.05, "symbols": ["C", "C", "C", "C", "O", "C", "H", "H", "H", "H", "H", "H", "H", "H"], "coordinates": [[-0.714, 0.417, -1.017], [0.536, -0.378, -0.479], [0.859, 0.932, 0.337], [-0.643, 0.912, 0.400], [-0.899, -0.538, 1.231], [-0.015, -1.361, 0.535], [-0.350, 1.075, -1.821], [-1.653, -0.051, -1.309], [1.267, -0.744, -1.189], [1.344, 1.628, -0.364], [1.379, 0.939, 1.294], [-1.359, 1.122, 1.152], [-0.529, -2.199, 0.045], [0.778, -1.755, 1.185]], "atomic_forces_ev_per_a": [[-0.129, -0.384, 0.035], [0.604, -0.513, -0.496], [0.113, -0.334, 0.235], [-0.550, -1.741, 1.267], [0.614, 1.085, -1.070], [0.538, -0.304, -0.506], [-0.302, 0.167, 0.612], [0.246, -0.380, -0.022], [0.181, -0.058, -0.187], [-0.615, 0.078, 0.359], [0.119, -0.418, -0.110], [-0.798, 2.822, -0.136], [0.054, 0.015, 0.074], [-0.076, -0.036, -0.056]]}


Record 4
{"formula": "C5H8O", "method": "ωB97M-V with the def2-TZVPD basis set", "largest_force_ev_per_a": 1.219, "multiplicity": 1, "orbital_gap_ev": 9.998, "smiles": "CC#CCOC", "relative_energy_ev": 3.280, "mol_weight_g_mol": 84.1, "e_lumo_ev": 0.92, "symbols": ["C", "O", "C", "C", "C", "C", "H", "H", "H", "H", "H", "H", "H", "H"], "coordinates": [[-2.140, 0.334, 0.258], [-1.897, -0.991, -0.171], [-0.621, -1.309, -0.681], [0.336, -0.218, -0.831], [1.244, 0.467, -0.432], [2.399, 0.827, 0.383], [-2.306, 1.018, -0.587], [-3.051, 0.301, 0.862], [-1.320, 0.730, 0.863], [0.043, -1.858, 0.021], [-0.776, -1.984, -1.525], [2.705, -0.078, 0.928], [3.245, 1.174, -0.210], [2.138, 1.586, 1.123]], "atomic_forces_ev_per_a": [[-0.036, 0.207, 0.104], [-0.009, -0.152, 0.039], [0.480, -0.433, 0.125], [0.297, 0.770, -0.022], [-0.205, -0.564, -0.116], [0.187, 0.170, 0.038], [0.090, -0.174, 0.074], [0.157, -0.036, -0.105], [-0.103, -0.043, 0.010], [-1.078, -0.510, 0.253], [0.110, 0.401, -0.222], [0.034, 0.242, -0.099], [-0.004, 0.088, 0.051], [0.080, 0.035, -0.129]]}


Record 5
{"formula": "C5H8O", "method": "ωB97M-V with the def2-TZVPD basis set", "largest_force_ev_per_a": 0.467, "multiplicity": 1, "orbital_gap_ev": 10.599, "smiles": "C=C=CCOC", "relative_energy_ev": 2.699, "mol_weight_g_mol": 84.1, "e_lumo_ev": 1.07, "symbols": ["C", "O", "C", "C", "C", "C", "H", "H", "H", "H", "H", "H", "H", "H"], "coordinates": [[-1.903, 1.509, -0.684], [-1.436, 0.730, 0.392], [-0.535, -0.282, 0.002], [2.364, -1.646, 1.079], [1.783, -0.661, 0.440], [0.924, 0.140, -0.137], [-1.142, 2.204, -1.072], [-2.257, 0.873, -1.510], [-2.752, 2.107, -0.339], [-0.526, -1.061, 0.765], [-0.876, -0.748, -0.938], [2.635, -1.599, 2.130], [2.582, -2.598, 0.602], [1.140, 1.030, -0.730]], "atomic_forces_ev_per_a": [[-0.144, 0.222, -0.237], [0.083, -0.032, -0.032], [0.195, -0.277, -0.013], [0.034, 0.072, -0.035], [-0.156, -0.163, 0.048], [-0.178, -0.030, 0.042], [-0.042, -0.193, 0.066], [0.106, 0.066, 0.097], [0.175, -0.130, 0.095], [-0.383, 0.110, 0.029], [0.025, 0.168, 0.063], [-0.057, 0.267, -0.107], [0.057, 0.241, -0.196], [0.287, -0.322, 0.179]]}


Record 6
{"formula": "C5H8O", "method": "ωB97M-V with the def2-TZVPD basis set", "largest_force_ev_per_a": 0.694, "multiplicity": 1, "orbital_gap_ev": 9.038, "relative_energy_ev": 5.749, "mol_weight_g_mol": 84.1, "e_lumo_ev": 0.90, "symbols": ["O", "C", "C", "C", "C", "C", "H", "H", "H", "H", "H", "H", "H", "H"], "coordinates": [[0.991, 1.187, 1.716], [0.386, 0.055, 0.106], [0.617, 0.705, -1.159], [-0.736, 0.688, -0.392], [-1.343, -0.756, -0.383], [-0.137, -1.296, 0.439], [1.737, 1.621, 1.281], [1.094, 1.682, -1.199], [0.823, 0.069, -2.022], [0.188, 1.609, 1.343], [-2.325, -0.839, 0.084], [-1.373, -1.165, -1.396], [-0.360, -1.408, 1.501], [0.439, -2.152, 0.080]], "atomic_forces_ev_per_a": [[0.251, 0.517, 0.390], [-0.304, -0.071, -0.440], [0.389, -0.024, -0.245], [-0.153, -0.086, -0.109], [-0.372, -0.319, -0.097], [0.018, -0.185, 0.076], [-0.065, 0.101, 0.185], [-0.135, -0.179, 0.029], [0.026, 0.114, -0.041], [0.350, 0.032, 0.349], [0.097, 0.021, -0.077], [-0.028, -0.015, 0.115], [0.033, 0.004, -0.162], [-0.107, 0.090, 0.026]]}